# 1
{
  "formula": "C16H17FO3S",
  "method": "ωB97M-V/def2-TZVPD",
  "symbols": ["C", "H", "H", "F", "H", "C", "H", "H", "H", "H", "C", "C", "H", "H", "H", "C", "C", "O", "H", "O", "C", "C", "O", "H", "C", "C", "H", "C", "S", "H", "H", "C", "C", "C", "C", "H", "H", "C"],
  "xyz": [[0.24065, -3.23767, -1.05217], [-3.03097, 1.94488, -3.19529], [-3.66137, 0.10461, -2.96916], [-0.92081, 2.91043, -1.44410], [3.65670, 1.11532, 0.30018], [2.60217, 2.12873, 2.72680], [-2.17211, 0.39254, 0.34868], [3.10779, -2.82247, 1.58804], [1.78969, -0.05080, 2.57357], [3.61924, 2.73737, 2.86932], [1.36186, -3.63077, 0.11134], [-3.21269, 0.25687, -0.22049], [4.43534, -0.43890, 1.08225], [-4.64875, -0.88898, 1.28114], [0.41569, 2.35004, 1.15907], [-1.39595, 0.48074, -2.32702], [0.21859, -1.66187, -1.52573], [-3.47916, 1.31788, -1.20428], [3.54220, 0.13186, 3.29738], [2.15750, 1.87129, -1.71188], [-0.87512, -1.07624, -2.64800], [2.36418, -0.88544, 0.24141], [-1.26838, -1.77848, -3.73195], [-3.19996, -0.83068, -0.65249], [-2.95108, 0.94950, -2.55200], [-0.46233, 1.53751, -1.76420], [-0.51098, -3.99308, -1.53960], [1.11647, 1.06753, -1.47197], [1.61910, 3.03611, 1.40312], [-5.32947, 0.74855, 0.63308], [1.38568, -4.74196, 0.47603], [3.41788, 0.17054, 0.94911], [-4.34768, 0.22790, 1.00785], [2.82343, 0.52935, 2.43807], [1.25648, -0.50271, -0.91169], [-3.99003, 0.80072, 1.96776], [1.95963, 2.20793, 3.72292], [2.36656, -2.47814, 0.74490]],
  "relative_energy_ev": 14.897,
  "lumo_energy_ev": -1.852,
  "smiles": "CCOCC1=C(F)C(=O)c2c(CCCS)cccc2C1=O",
  "e_tot_ha": -1343.06052,
  "gap_ev": 7.1618
}

# 2
{
  "formula": "C21H32N4O3",
  "method": "ωB97M-V/def2-TZVPD",
  "symbols": ["C", "H", "H", "H", "H", "C", "H", "C", "C", "C", "H", "C", "H", "H", "N", "H", "H", "H", "H", "C", "C", "O", "O", "H", "C", "C", "H", "C", "H", "H", "H", "C", "H", "C", "C", "O", "H", "H", "C", "H", "N", "C", "H", "H", "H", "C", "H", "N", "H", "H", "N", "C", "C", "H", "C", "H", "H", "H", "C", "H"],
  "xyz": [[-7.25068, 1.89068, -2.00356], [1.61871, -0.89243, 0.29435], [-5.14609, 0.11145, -1.88517], [-3.09853, -4.56465, -2.06217], [-7.60225, 1.79402, -0.97431], [-3.43438, 1.32974, -1.42155], [-7.82103, 2.69057, -2.47685], [4.84669, 1.13667, 2.75333], [-4.93296, 1.06445, -1.38678], [0.56216, -2.54659, 1.09101], [3.82541, -0.62617, 3.56699], [-0.20269, -2.72087, -0.17348], [5.24396, -2.34958, 2.55024], [3.39175, 1.68492, -0.80381], [2.98422, 1.75733, 1.24802], [-2.74735, -3.46270, -3.41154], [5.06288, -0.34008, -0.36291], [-0.60367, -0.00201, -1.65062], [0.94523, -3.51965, 1.40512], [-1.14054, 0.46665, -0.82706], [4.07815, -0.17750, 0.07868], [0.42474, -2.54332, -1.33419], [2.89157, -2.77087, 2.46897], [-3.10501, 1.44119, -2.46041], [1.62960, 1.87928, 1.18887], [5.25390, -1.36927, 2.09726], [5.64934, 1.30929, 2.03246], [-5.75341, 2.16791, -2.04316], [3.38247, -0.63375, -0.62928], [-5.54018, 3.11781, -1.54363], [-2.92584, 0.14688, 0.30063], [-2.84889, -3.53886, -2.33203], [-0.13126, -2.21346, 1.86633], [3.82092, 1.34770, 0.13754], [-2.62139, 0.22174, -0.74730], [0.96672, 2.21578, 2.15552], [4.01157, 3.11359, 2.48308], [-1.00591, 1.78077, 0.80375], [-0.49154, 1.29440, -0.01845], [-2.86903, -0.73546, -1.21037], [-1.43351, -3.08990, -0.29926], [2.83509, -1.88284, 1.63417], [5.26820, 1.37587, 3.73216], [6.17644, -1.06702, 1.61707], [-3.66424, -2.90010, -1.99330], [-1.58180, -3.14214, -1.66681], [2.93330, 1.98566, 3.29760], [-0.51616, -2.81665, -2.33390], [1.07913, 2.56590, -0.73303], [-3.21253, 2.27998, -0.92667], [1.69613, -1.67241, 0.92096], [3.66942, 2.07301, 2.50132], [0.96214, 1.63582, -0.16319], [-5.25599, 0.94232, -0.34683], [3.98359, -0.93808, 1.40026], [-5.42708, 2.28893, -3.08072], [4.76550, 1.88294, 0.23065], [-7.48898, 0.95936, -2.52168], [4.42414, -0.30631, 2.72160], [1.46988, 0.87005, -0.75391]],
  "relative_energy_ev": 3.276,
  "lumo_energy_ev": 0.686,
  "smiles": "CCCCC/C=C/CC(=O)N1CC[C@@H]2C[C@]2(C(=O)NCc2nc(C)no2)CC1",
  "e_tot_ha": -1264.13207,
  "gap_ev": 9.9798
}

# 3
{
  "formula": "C37H58Cl2F6NO9PS",
  "method": "ωB97M-V/def2-TZVPD",
  "symbols": ["H", "H", "H", "H", "H", "H", "H", "H", "O", "C", "H", "O", "H", "P", "C", "O", "H", "C", "F", "H", "N", "C", "C", "H", "H", "H", "C", "H", "C", "H", "H", "C", "C", "S", "F", "Cl", "C", "O", "C", "H", "H", "C", "H", "C", "C", "H", "H", "C", "C", "C", "H", "H", "H", "C", "C", "F", "C", "C", "H", "H", "C", "H", "O", "H", "H", "C", "C", "H", "C", "H", "C", "H", "H", "H", "O", "C", "H", "H", "O", "O", "H", "C", "C", "H", "H", "C", "F", "F", "H", "C", "Cl", "C", "H", "C", "H", "H", "C", "H", "H", "H", "C", "H", "C", "H", "H", "H", "H", "C", "H", "H", "H", "H", "H", "O", "F"],
  "xyz": [[5.08562, -4.86495, 0.89148], [8.01044, -1.76716, -0.01507], [5.78297, -1.61222, -0.45910], [-8.28106, -1.88496, 2.80564], [-0.02254, 8.82112, 1.33603], [-1.89810, -1.50924, 1.03111], [6.15628, -4.06507, -0.26107], [-5.73207, -1.52219, 2.12137], [-0.22815, 6.87698, -0.19373], [-2.53650, 2.63387, 1.62121], [8.91027, 0.07099, 1.52089], [-4.36464, -1.45274, -2.02892], [10.24725, 2.06478, -2.28016], [-4.39645, -1.18615, 1.88278], [1.48719, -3.51100, -0.19157], [-10.14719, -0.96923, 2.89474], [7.38467, 0.31319, -0.93108], [7.77485, 0.91759, -0.11532], [2.24906, 7.41995, -2.45479], [4.20336, -4.26400, -1.57514], [-3.50889, -1.44029, 3.15220], [0.69066, -3.24447, 1.08973], [-1.96146, 3.72606, -0.46567], [0.09578, -0.67307, -3.60720], [-9.85640, -1.25490, 0.25094], [8.46244, 2.77154, -3.49935], [4.02404, -3.78225, -0.61759], [2.56764, -5.35532, -0.41685], [-1.13811, 1.51222, -0.02260], [-3.59870, -1.05226, -4.14485], [9.13371, 2.61862, -0.30600], [-2.62223, 3.73277, 0.76670], [5.24251, -3.95384, 0.32037], [-4.97215, -2.29697, -0.82644], [-12.69956, -2.53779, 4.66528], [-2.38440, 0.80580, -3.52863], [7.48818, -1.40387, 0.86705], [0.71773, 0.09351, 0.00306], [-10.69699, -1.98454, 3.54134], [2.91591, -4.53678, 1.08424], [-0.93243, -3.06881, -1.02859], [8.23527, 1.85326, -2.96863], [-2.91181, -0.10030, -0.73942], [1.81388, 7.91579, 2.04487], [-2.28920, -0.95262, -1.01978], [-2.26964, -4.01409, -0.42825], [-1.71265, 0.66538, 1.87100], [-1.55330, -3.23887, -0.15659], [-2.92790, -1.58778, -2.23951], [-1.60710, -1.63944, -4.46189], [-4.33638, 0.13040, 1.39148], [-0.73115, 2.60651, -1.83023], [1.38348, 9.87533, 1.26423], [-8.92242, -1.25630, 2.18786], [0.58544, 7.54486, -0.76039], [-12.71780, -0.73046, 3.47858], [0.92988, 7.37104, -2.25064], [-1.22117, 2.61710, -0.86975], [1.46968, 6.88808, 1.93321], [9.91518, 1.09148, -0.01304], [-0.20361, -1.67065, -3.90681], [7.72244, -2.04432, 1.71356], [-5.22919, -3.62378, -1.28447], [5.87676, -3.04735, 2.17015], [1.17594, -3.71670, 1.93905], [-3.80347, -2.30036, 0.53897], [-0.37720, 0.28757, -0.38866], [4.31189, -2.49010, 1.55719], [9.39927, 1.42182, -2.05849], [-2.04821, 4.58298, -1.11390], [5.96956, -1.53081, 0.60952], [-0.76704, -4.81282, 1.07426], [0.86396, -4.02772, -0.91933], [-9.66801, -2.85829, 0.94832], [-0.93557, -0.61091, -1.24670], [5.32816, -2.76153, 1.27665], [1.76106, -2.57276, -0.66439], [0.47998, -2.07976, -4.64234], [-10.28710, -3.10487, 3.60478], [-6.11356, -1.55175, -0.37347], [-3.03913, 2.59671, 2.57466], [-2.35328, -1.94211, 0.13936], [-2.66566, -0.95182, -3.60196], [7.31248, 2.00266, -2.41741], [-8.42830, -0.29392, 2.06768], [9.09937, 1.56027, -0.55926], [0.35730, 8.34710, -2.96691], [-11.62626, -0.78803, 5.35116], [9.66823, 0.38653, -2.24710], [-11.96546, -1.50361, 4.26938], [-2.17876, -3.29097, -4.83489], [-9.18932, -1.88497, 0.84052], [-1.26697, -3.39555, 1.96806], [-1.79164, 1.52428, 1.21846], [-3.80346, -3.31043, 0.93570], [-3.01367, -0.61809, 3.46933], [2.75602, -4.37777, 0.02196], [7.24373, 0.43705, 1.92484], [0.67584, -2.17639, 1.30394], [1.68153, 8.21326, 3.08424], [1.04721, 8.84934, 1.13428], [5.45085, -0.64159, 0.95873], [-0.76693, -3.72446, 1.05626], [-0.14868, -2.32119, -3.03874], [8.04054, 1.07866, -3.70464], [2.87704, 7.93760, 1.80468], [-8.25602, -2.01589, 0.29659], [7.88882, 0.03566, 1.14692], [-1.60410, -1.10641, -5.40577], [-3.21430, 4.58012, 1.07636], [3.88039, -2.71776, -0.77528], [-2.72500, -2.65298, -2.33602], [7.04784, 1.70858, 0.05394], [1.29084, 8.54151, -0.25351], [0.47809, 6.20242, -2.69902]],
  "lumo_energy_ev": 0.367,
  "smiles": "CCCCCCCCCCCCCCC[C@H]1[C@@H](OC(=O)c2ccccc2)[C@H]([C@@H](Cl)[C@@H](C)Cl)OS(=O)(=O)[C@@H]1[PH2]=N.CCOC(=O)C(F)(F)F.CCOC(=O)C(F)(F)F",
  "e_tot_ha": -4435.67800,
  "gap_ev": 9.7370
}

# 4
{
  "formula": "C4H12BNO",
  "method": "ωB97M-V/def2-TZVPD",
  "symbols": ["C", "H", "H", "H", "C", "O", "H", "C", "H", "H", "C", "H", "H", "N", "H", "H", "H", "B", "H"],
  "xyz": [[1.86017, -0.99280, -0.04962], [-2.17120, -1.56018, 1.34713], [1.81820, -0.72061, 1.00166], [-1.07854, 1.91754, 1.13253], [1.24431, -0.10006, -1.07233], [-2.49945, -0.05106, -0.90077], [1.19442, -0.86740, -1.97960], [-0.09015, 1.99647, 0.92812], [2.98811, -1.20184, -0.29269], [2.06464, 0.61410, -1.41615], [-0.12737, 0.50118, -0.87345], [1.32781, -1.99424, -0.12586], [0.48794, 1.49778, 1.68680], [-1.35113, -1.07421, 0.98564], [0.30892, 2.90353, 0.64861], [-0.66422, 1.04374, -1.59914], [-3.39919, -0.37290, -0.79077], [-1.33808, -0.26829, -0.16606], [-0.57521, -1.27075, 1.53596]],
  "relative_energy_ev": 3.375,
  "lumo_energy_ev": 0.541,
  "e_tot_ha": -314.42281,
  "gap_ev": 8.8156
}

# 5
{
  "formula": "C4H8N",
  "method": "ωB97M-V/def2-TZVPD",
  "symbols": ["H", "H", "H", "C", "C", "H", "C", "H", "C", "N", "H", "H", "H"],
  "xyz": [[1.26636, 0.69142, 2.01413], [-0.22054, -2.11112, 0.57343], [-1.04544, -1.70809, -0.94036], [0.17293, -0.12598, 0.07126], [-0.68859, -1.26337, 0.07986], [-1.63619, -0.90899, 0.51303], [1.61590, -0.03602, -0.12342], [-1.39485, 0.74366, -1.09745], [1.14631, 0.20904, 1.06405], [-0.67214, 1.13543, -0.57428], [-0.94472, 1.63685, 0.28700], [2.58435, -0.10359, -0.73784], [-0.18339, 1.84076, -1.12939]],
  "charge": 1,
  "relative_energy_ev": 1.698,
  "lumo_energy_ev": -3.479,
  "smiles": "CC1([NH3+])C=C1",
  "e_tot_ha": -211.60871,
  "gap_ev": 11.9306
}

# 6
{
  "formula": "C4H7ClOS",
  "method": "ωB97M-V/def2-TZVPD",
  "symbols": ["H", "H", "S", "H", "H", "C", "C", "H", "O", "Cl", "C", "H", "H", "C"],
  "xyz": [[-1.79205, 1.48016, -1.24424], [1.43282, -2.18523, 1.59346], [-1.41996, -0.90120, -0.55012], [-0.61685, 2.74904, 0.69073], [0.88214, -3.50169, 0.46398], [-0.30261, 1.65253, 0.52011], [1.47762, -2.47087, 0.48288], [-0.04428, 1.10993, 1.37536], [2.17160, -1.94615, -0.35163], [-3.15903, -0.93737, 0.46377], [0.49379, 1.31669, -0.73578], [1.18675, 0.60347, -0.72124], [0.64519, 2.13978, -1.33450], [-0.95514, 0.89092, -0.65279]],
  "relative_energy_ev": 2.642,
  "lumo_energy_ev": 0.373,
  "smiles": "ClSC1CC1.C=O",
  "e_tot_ha": -1090.12883,
  "gap_ev": 9.3165
}

# 7
{
  "formula": "C14H30GaN5O3S",
  "method": "ωB97M-V/def2-TZVPD",
  "symbols": ["S", "H", "H", "N", "H", "H", "C", "N", "H", "H", "C", "C", "H", "H", "H", "H", "H", "H", "H", "H", "O", "N", "H", "H", "C", "C", "C", "N", "H", "H", "H", "Ga", "C", "C", "O", "C", "N", "H", "C", "H", "H", "H", "H", "C", "C", "H", "O", "H", "H", "H", "C", "H", "C", "H"],
  "xyz": [[-3.08087, 0.41267, -0.35978], [-3.37739, -1.36307, -2.45772], [-2.48509, 0.57248, 3.32735], [-0.59393, -4.26767, -0.07687], [-3.26629, -2.30862, -0.03705], [-1.39676, 1.05728, -4.55687], [-2.13106, 2.76831, -3.38360], [2.10576, -0.09352, 0.32990], [-1.00563, -0.96424, 5.59699], [-1.72501, -1.30910, -3.09004], [-0.72725, -2.40094, 3.30218], [-2.36338, -0.51009, 3.26786], [-2.96138, -3.64274, 1.09403], [-1.09511, 3.09951, -3.37354], [-2.19134, 3.00118, -1.25536], [0.96042, -0.59843, 2.37699], [0.63451, -0.71515, 4.96764], [-2.73803, -0.83702, 2.29177], [-0.34615, -6.25775, 0.45192], [-3.31494, -3.98846, -0.60680], [1.38271, 2.64108, -1.73211], [-2.73729, 0.52780, -3.02418], [1.09136, -3.22272, -0.68599], [-0.52331, 0.61974, 4.94738], [-0.88784, -0.87754, 3.41847], [1.20560, 1.61643, -1.08612], [-2.81869, -3.29213, 0.07088], [-2.57010, 2.46687, -2.01968], [-1.37040, -2.92864, 4.01661], [-3.09365, 1.46807, -4.86897], [-2.74896, 3.55533, -3.81623], [-0.55584, -0.10711, 0.54369], [-0.01371, -0.07945, 2.45142], [-1.35480, -3.17045, -0.25192], [0.05508, 1.11182, -0.77601], [0.83666, -4.21477, -0.32799], [2.30562, 0.90473, -0.63538], [2.18961, 0.27597, 1.27162], [-2.73389, -0.90369, -3.20444], [1.11484, -4.95484, -1.08086], [1.39219, -4.41118, 0.59108], [-2.96972, -0.97416, 4.05068], [-0.97927, -2.72763, 2.28979], [-2.31952, 1.42252, -4.09984], [-1.13751, -5.51350, 0.43729], [-3.11214, -1.13795, -4.19885], [-0.86253, -2.10382, -0.64410], [-1.51351, -5.39652, 1.45578], [3.16303, 1.43398, -0.62184], [2.78404, -0.82788, 0.19150], [-2.74052, 1.14793, -1.83866], [-1.94782, -5.88780, -0.18984], [-0.41703, -0.45773, 4.82518], [0.30741, -2.68840, 3.50296]],
  "relative_energy_ev": 0.458,
  "lumo_energy_ev": 0.434,
  "e_tot_ha": -3373.90486,
  "gap_ev": 6.4098
}

# 8
{
  "formula": "C23H25N5O3",
  "method": "ωB97M-V/def2-TZVPD",
  "symbols": ["C", "H", "C", "H", "H", "C", "C", "C", "H", "N", "H", "H", "H", "C", "C", "N", "H", "H", "H", "C", "C", "C", "N", "H", "C", "N", "O", "H", "H", "C", "H", "C", "C", "C", "O", "O", "C", "H", "H", "H", "N", "C", "C", "H", "C", "H", "C", "C", "C", "H", "H", "H", "C", "H", "H", "H"],
  "xyz": [[-1.29768, 0.84017, 1.73481], [-2.09492, 1.75253, -1.44571], [7.68575, -0.84844, -0.10527], [8.17622, 0.60915, 1.37628], [-6.36187, -1.85313, 2.88872], [-5.31376, -1.17932, 0.42041], [-5.95560, 0.00710, -3.19870], [6.12801, 0.74512, 0.77798], [4.42030, 2.70481, 0.43439], [3.84704, 0.74893, -0.00050], [-7.39672, -1.49452, 0.63950], [-5.00666, -0.31852, -3.61476], [3.39788, 1.94763, 1.67722], [-6.38762, -2.65206, 2.15352], [-6.47313, -2.07111, 0.74889], [-4.40148, -1.00082, 1.33708], [-0.53973, 1.03332, 2.48013], [1.59481, 0.10240, 1.29353], [-6.51190, -2.87942, 0.01222], [-2.36016, 0.03201, 2.02861], [-6.25594, -0.75281, -1.91415], [6.68771, -1.37503, -0.92310], [-4.19620, 0.22573, -1.15127], [2.86543, -1.02466, -0.47484], [1.44635, 0.40189, 0.24706], [1.18211, 1.81915, 0.15423], [9.20170, -2.34631, -0.87365], [2.52307, 2.79306, -1.13618], [-5.48019, -3.23891, 2.26256], [-1.18561, 1.45653, 0.47129], [-7.22159, -0.43440, -1.50976], [3.56816, 2.04061, 0.59559], [7.39444, 0.21776, 0.74369], [5.10230, 0.22693, -0.03762], [9.84669, -0.88988, 0.57366], [-0.20423, 3.58548, 0.04702], [2.34231, 2.66006, -0.06209], [-5.88628, 1.07191, -2.99674], [2.12638, 3.64290, 0.36394], [2.54956, 0.31011, -1.60644], [8.99761, -1.39733, -0.13739], [-3.24853, 0.42888, -0.21059], [-3.35344, -0.19652, 1.05776], [-6.74170, -0.16560, -3.92965], [5.42127, -0.84743, -0.89177], [4.67585, -1.25254, -1.55588], [-0.04714, 2.39064, 0.20121], [-2.15301, 1.26739, -0.48380], [2.70316, 0.05276, -0.54945], [-6.33465, -1.82414, -2.12334], [0.59530, -0.15823, -0.14800], [5.92122, 1.55102, 1.46222], [-5.20838, -0.54595, -0.86192], [6.93255, -2.19212, -1.58415], [-7.24734, -3.28798, 2.34989], [-2.46771, -0.43878, 2.99332]],
  "relative_energy_ev": 3.582,
  "lumo_energy_ev": -0.199,
  "smiles": "CCc1nc2ccc(C(=O)N3CCN(c4ccc([N+](=O)[O-])cc4)CC3)cc2nc1CC",
  "e_tot_ha": -1390.89383,
  "gap_ev": 8.2168
}